Record 1
Molecular formula: C7H14NO4P2
Method: DFT, ωB97M-V/def2-TZVPD

Last column: Mulliken charge in e.
Atoms and positions in Å:
C: -0.13 1.57 1.12  0.60
C: 0.61 -3.19 -0.13  -1.29
C: 0.63 3.74 -2.95  -0.62
C: 0.02 0.19 1.70  -0.90
C: 0.42 -2.23 1.03  -0.35
C: 0.26 -0.79 0.55  -0.44
C: -1.36 3.07 -0.17  -0.43
N: -1.31 1.99 0.75  -0.19
O: 0.17 4.71 1.57  -0.67
O: 0.90 2.29 0.93  -0.48
O: -2.14 3.27 -2.79  -0.66
O: 0.27 2.57 -2.29  -0.17
P: -1.38 2.29 -1.97  -0.06
P: 0.46 4.00 0.31  0.13
H: 1.49 -2.92 -0.70  0.33
H: -0.25 -3.16 -0.79  0.33
H: 0.73 -4.21 0.23  0.39
H: 1.50 3.52 -3.58  0.21
H: 0.89 4.53 -2.24  0.23
H: -0.20 4.09 -3.57  0.28
H: 0.87 0.17 2.39  0.32
H: -0.88 -0.09 2.25  0.33
H: 1.28 -2.29 1.70  0.31
H: -0.47 -2.52 1.60  0.32
H: -0.57 -0.73 -0.16  0.31
H: 1.16 -0.48 0.01  0.30
H: -2.22 3.72 0.01  0.52
H: -2.12 1.40 0.87  0.31

Calculated values
E   -1313.65683 a.u.
Frontier orbital gap   0.2207 Eh
Max |F|   2.218 eV Å⁻¹
Charge   -1
E_HOMO   -3.04 eV
Energy above the lowest of the compared OMol25 structures with the same formula, charge and spin   2.339 eV
Molecular weight   238.14 g mol⁻¹

***

Record 2
Molecular formula: C22H17N6ScSe
Method: DFT, ωB97M-V/def2-TZVPD

Last column: Mulliken charge in e.
Atoms and positions in Å:
Sc: -1.25 -0.26 1.29  0.63
C: -2.07 -0.17 3.58  -0.74
C: -2.99 0.57 2.78  -0.38
C: -3.63 -0.33 1.88  -0.48
C: -3.09 -1.63 2.11  -0.49
C: -2.14 -1.53 3.16  -0.53
H: -1.39 0.26 4.29  0.60
H: -3.10 1.66 2.79  0.57
H: -4.31 -0.03 1.09  0.52
H: -3.31 -2.49 1.50  0.55
H: -1.49 -2.32 3.50  0.53
Se: 0.99 -0.04 -6.08  0.34
N: 0.18 1.18 -5.03  -0.79
C: -0.10 0.55 -3.91  0.63
C: -0.72 1.18 -2.77  0.73
C: -1.00 2.55 -2.73  -0.51
C: -1.49 3.13 -1.58  -0.99
C: -1.75 2.31 -0.49  -0.09
N: -1.51 1.00 -0.53  -0.06
C: -0.98 0.41 -1.63  -0.43
C: -0.58 -0.99 -1.56  0.30
N: -0.73 -1.65 -0.38  0.04
C: -0.27 -2.88 -0.21  -0.07
C: 0.38 -3.58 -1.22  -1.06
C: 0.52 -2.92 -2.44  -0.54
C: 0.07 -1.61 -2.63  0.43
C: 0.30 -0.86 -3.83  0.78
N: 0.89 -1.39 -4.89  -0.79
H: -0.80 3.15 -3.61  0.56
H: -1.71 4.20 -1.52  0.45
H: -2.16 2.71 0.42  0.46
H: -0.43 -3.31 0.77  0.50
H: 0.75 -4.58 -1.07  0.47
H: 1.02 -3.41 -3.27  0.56
N: 4.87 1.41 1.89  -0.41
C: 3.60 1.04 1.77  1.17
C: 2.92 1.15 0.53  -0.98
C: 1.61 0.78 0.47  -0.13
N: 0.90 0.32 1.53  0.06
C: 1.56 0.20 2.70  -0.46
C: 2.87 0.52 2.87  -0.88
H: 5.39 1.78 1.11  0.21
H: 5.33 1.35 2.78  0.21
H: 3.43 1.51 -0.35  0.41
H: 1.08 0.86 -0.46  0.29
H: 0.97 -0.18 3.53  0.44
H: 3.35 0.41 3.84  0.36

Calculated values
E   -4338.88394 a.u.
Frontier orbital gap   0.2811 Eh
Max |F|   1.397 eV Å⁻¹
Charge   +2
E_HOMO   -14.58 eV
Molecular weight   489.34 g mol⁻¹

***

Record 3
Molecular formula: C4H8N2O2
Method: DFT, ωB97M-V/def2-TZVPD

Last column: Mulliken charge in e.
Atoms and positions in Å:
C: 0.80 1.50 0.80  -0.50
C: 0.90 -0.01 1.01  -0.48
C: -0.99 -0.27 -0.76  0.46
C: 0.37 -0.71 -0.24  0.37
N: -2.00 -1.12 -0.46  -0.35
O: 1.33 1.81 -0.50  -0.56
N: 0.96 -1.74 -0.68  -0.66
O: -1.13 0.73 -1.43  -0.65
H: 0.65 1.66 -1.17  0.36
H: -1.85 -1.91 0.14  0.23
H: -2.93 -0.90 -0.77  0.27
H: 0.44 -2.28 -1.37  0.28
H: 1.44 2.02 1.52  0.36
H: -0.24 1.84 0.89  0.27
H: 1.93 -0.32 1.15  0.33
H: 0.30 -0.30 1.88  0.29

Calculated values
E   -417.20567 a.u.
Frontier orbital gap   0.3836 Eh
Max |F|   1.470 eV Å⁻¹
E_HOMO   -9.81 eV
Energy above the lowest of the compared OMol25 structures with the same formula, charge and spin   1.368 eV
SMILES   [H]/N=C(/CCO)C(N)=O
Molecular weight   116.12 g mol⁻¹

***

Record 4
Molecular formula: C26H21BF6N13O5PdS2
Method: DFT, ωB97M-V/def2-TZVPD

Last column: Mulliken spin population.
Atoms and positions in Å:
Pd: 0.02 -1.03 -1.49  0.19
C: -0.27 -1.40 -5.66  0.00
C: -0.54 -1.80 -4.37  0.00
N: 0.04 -0.96 -3.50  0.01
N: 0.69 0.02 -4.24  0.00
C: 0.52 -0.24 -5.53  0.00
B: 1.45 1.08 -3.44  0.00
N: 2.39 0.35 -2.48  0.00
C: 3.74 0.36 -2.48  0.00
C: 4.20 -0.58 -1.57  0.00
C: 3.06 -1.16 -1.04  0.00
N: 1.98 -0.60 -1.59  0.03
N: 0.15 1.78 -2.62  -0.01
C: -0.58 2.89 -3.12  0.00
C: -1.64 3.05 -2.31  0.00
C: -1.50 2.05 -1.21  0.00
N: -0.33 1.27 -1.59  0.04
N: 2.07 2.16 -4.16  0.00
C: 2.84 3.23 -3.68  0.00
C: 3.20 3.97 -4.73  0.00
C: 2.62 3.33 -5.85  0.00
N: 1.95 2.24 -5.51  0.00
H: -0.58 -1.87 -6.58  0.00
H: -1.14 -2.64 -4.04  0.00
H: 0.96 0.42 -6.27  0.00
H: 4.28 1.03 -3.13  0.00
H: 5.23 -0.81 -1.34  0.00
H: 2.97 -1.94 -0.30  0.00
H: -0.24 3.39 -4.01  0.00
H: -2.40 3.81 -2.36  0.00
H: -1.18 2.61 -0.31  0.00
H: 3.05 3.36 -2.63  0.00
H: 3.78 4.88 -4.71  0.00
H: 2.69 3.61 -6.88  0.00
O: 0.60 -3.61 -2.42  -0.13
N: 0.23 -3.12 -1.51  -0.14
F: -5.13 -1.17 -0.76  0.00
C: -4.77 -0.75 -1.93  0.00
F: -4.61 -1.73 -2.78  0.00
F: -5.50 0.20 -2.41  0.00
S: -2.91 -0.11 -1.85  0.00
O: -2.17 -1.28 -1.31  0.01
O: -2.53 0.37 -3.14  0.00
N: -2.60 1.18 -0.78  0.00
S: -3.74 1.90 0.28  0.00
O: -3.34 3.26 0.34  0.00
O: -5.01 1.42 -0.07  0.00
C: -3.23 1.07 1.86  0.00
F: -4.10 1.35 2.78  0.00
F: -3.17 -0.24 1.65  0.00
F: -2.01 1.51 2.20  0.00
N: 0.19 -2.61 5.55  0.03
C: 0.42 -2.23 6.87  -0.01
C: 0.48 -2.91 8.05  0.17
C: 0.81 -2.12 9.21  0.24
C: 1.10 -0.75 9.15  -0.01
C: 1.05 -0.08 7.95  0.17
C: 0.72 -0.84 6.78  0.20
N: 0.69 -0.43 5.51  0.04
C: 0.36 -1.52 4.80  0.08
C: 0.22 -1.45 3.33  0.02
C: 0.69 -0.31 2.67  0.04
C: 0.58 -0.23 1.30  0.00
N: 0.03 -1.21 0.56  0.03
C: -0.45 -2.30 1.19  -0.01
C: -0.38 -2.45 2.56  0.01
H: -0.04 -3.55 5.25  0.00
H: 0.33 -3.97 8.15  0.00
H: 0.80 -2.62 10.17  0.00
H: 1.35 -0.23 10.06  0.01
H: 1.20 0.99 7.88  0.00
H: 1.14 0.50 3.23  0.00
H: 0.96 0.63 0.77  0.00
H: -0.94 -3.05 0.59  0.00
H: -0.80 -3.34 3.00  0.00

Calculated values
E   -3638.15800 a.u.
Frontier orbital gap (alpha / beta)   0.2082 / 0.1986 Eh
Max |F|   1.685 eV Å⁻¹
2S+1   2
Charge   +4
E_HOMO (alpha / beta)   -18.59 / -18.59 eV
Molecular weight   890.89 g mol⁻¹